1.
{
  "formula": "C3H3Br2Cl",
  "method": "ωB97M-V/def2-TZVPD",
  "largest_force_ev_per_a": 3.4,
  "gap_ev": [8.818, 5.778],
  "homo_energy_ev": [-10.35, -8.79],
  "lumo_ev": [-1.5358, -3.0116],
  "spin_multiplicity": 1,
  "relative_energy_kj_mol": 317.8,
  "energy_ha": -5724.1748,
  "elements": ["C", "C", "C", "Cl", "Br", "Br", "H", "H", "H"],
  "positions_angstrom": [[0.74549, 0.06151, 0.63336], [0.51335, 0.06283, -0.89001], [-0.44442, -0.54481, 0.00523], [0.23218, 1.75142, -1.48963], [-3.20733, 0.93763, 0.80499], [-1.03083, -2.17372, 0.07206], [1.34006, -0.59842, 1.30793], [0.67603, 1.05990, 0.97591], [1.17547, -0.55634, -1.41985]],
  "forces_ev_per_angstrom": [[-0.7228, -1.0931, 0.8253], [0.2796, 1.3550, 0.8179], [0.3989, 3.3745, 0.5479], [0.1895, -1.3666, 0.0035], [0.7318, -0.2943, -0.2428], [-1.0263, -2.7677, 0.0502], [0.0024, 0.4305, -1.2105], [-0.2810, 0.7909, 0.6343], [0.4279, -0.4293, -1.4258]],
  "mulliken_charge": [-0.52, -0.04, -0.05, -0.17, -0.13, 0.05, 0.25, 0.21, 0.39]
}

2.
{
  "formula": "C3H3Br3",
  "method": "ωB97M-V/def2-TZVPD",
  "largest_force_ev_per_a": 0.5,
  "gap_ev": 10.057,
  "homo_energy_ev": -9.75,
  "lumo_ev": 0.3033,
  "spin_multiplicity": 1,
  "relative_energy_kj_mol": 0.0,
  "energy_ha": -7838.1301,
  "elements": ["C", "C", "C", "Br", "Br", "Br", "H", "H", "H"],
  "positions_angstrom": [[0.24281, 0.42326, -0.10419], [0.89722, 0.24844, 1.03496], [-0.78619, -0.52720, -0.57280], [2.20874, 1.44775, 1.64594], [-0.26772, -1.29544, -2.30909], [-2.52246, 0.38099, -0.75786], [0.43749, 1.27532, -0.74093], [0.73228, -0.58778, 1.69780], [-0.94216, -1.36534, 0.10619]],
  "forces_ev_per_angstrom": [[0.1820, 0.1170, 0.1385], [-0.1447, -0.0013, -0.2082], [-0.3219, -0.2125, -0.2386], [-0.0363, -0.0296, -0.0212], [-0.0910, 0.1477, 0.4231], [0.3948, -0.2136, 0.0893], [0.0268, 0.0544, -0.0200], [-0.0131, -0.0346, 0.0185], [0.0033, 0.1724, -0.1813]],
  "mulliken_charge": [-0.02, -0.44, -0.33, -0.13, -0.07, -0.07, 0.34, 0.34, 0.38]
}

3.
{
  "formula": "C3H3Br3O",
  "method": "ωB97M-V/def2-TZVPD",
  "largest_force_ev_per_a": 4.2,
  "gap_ev": 9.464,
  "homo_energy_ev": -9.84,
  "lumo_ev": -0.3783,
  "spin_multiplicity": 1,
  "relative_energy_kj_mol": 50.0,
  "energy_ha": -7913.3370,
  "elements": ["C", "C", "C", "O", "Br", "Br", "Br", "H", "H", "H"],
  "positions_angstrom": [[1.26960, -1.11862, -0.18174], [-0.02316, -0.82506, -0.02476], [-0.52003, 0.57411, 0.16219], [0.40842, 1.56539, 0.25221], [-1.34395, -2.17193, 0.04703], [-1.70422, 0.91609, -1.60503], [-1.70056, 0.93369, 1.59141], [1.62900, -2.10933, -0.37998], [1.79400, -0.29596, 0.01503], [0.19091, 2.53162, 0.12364]],
  "forces_ev_per_angstrom": [[-3.5528, -1.7359, -0.0391], [0.5116, -0.5997, 0.2205], [-1.0776, 2.1581, -1.4039], [1.7104, -0.0333, -0.8723], [0.0033, 0.0810, -0.1700], [0.7737, -0.1458, 0.8640], [-1.0773, -0.5345, 1.0199], [0.2063, -0.0639, 0.0764], [3.1294, 2.8518, 0.1879], [-0.6272, -1.9777, 0.1166]],
  "mulliken_charge": [-0.78, 0.18, 0.21, -0.50, -0.04, -0.12, -0.03, 0.31, 0.37, 0.40]
}